Formula: C7H14BBaN2O2
Source: the Open Molecules 2025 dataset
Level of theory: ωB97M-V/def2-TZVPD

Each line ends with the Löwdin charge.
Geometry (Å):
Ba1 0.83 0.08 -1.97  0.853
O1 -1.40 1.01 0.86  0.032
O2 -1.15 -1.33 0.89  0.028
N1 2.50 -0.03 -0.77  -0.457
N2 1.85 -0.68 -3.84  -0.355
C1 -0.55 -0.74 4.47  -0.113
C2 -1.15 0.56 2.10  -0.292
C3 -1.60 0.85 -3.59  -0.185
C4 -0.71 -1.49 3.29  -0.005
C5 -1.00 -0.80 2.11  -0.292
C6 -0.70 0.66 4.45  -0.112
C7 -1.00 1.33 3.25  -0.006
B1 -1.36 -0.18 0.04  -0.506
H1 2.46 -0.88 -0.19  0.032
H2 2.62 -0.09 -4.18  -0.002
H3 -1.49 1.16 -4.71  0.056
H4 2.23 -1.63 -3.72  0.006
H5 3.40 -0.06 -1.27  0.012
H6 -0.71 1.28 -3.10  -0.139
H7 -0.59 -2.57 3.29  0.107
H8 -0.31 -1.24 5.40  0.084
H9 -2.52 1.38 -3.32  0.021
H10 -1.72 -0.21 -3.31  -0.007
H11 2.54 0.77 -0.13  0.031
H12 1.20 -0.75 -4.63  0.020
H13 -0.56 1.23 5.36  0.084
H14 -1.10 2.40 3.22  0.106

E_LUMO ... 0.0859 Ha
Energy ... -585.31512 Ha
Largest force on an atom ... 0.180 Eh/bohr
Total charge ... -1
Energy relative to the best compared isomer or geometry (same formula, charge and spin) ... 97.1 kJ/mol
Gap between HOMO and LUMO ... 3.1 eV